Record 1
Entry from the OMol25 dataset: C44H33CrN6O3S as an isolated structure (wB97M-V/def2-TZVPD).

The gap between HOMO and LUMO (alpha / beta) comes out at 0.1577 / 0.2213 Eh. The value obtained for the LUMO energy (alpha / beta) is 2.17 / 2.06 eV.

```
! RIJCOSX wB97M-V def2-TZVPD def2/J DEFGRID3
* xyz -1 5
C 0.5087 0.0051 4.7853
H 0.0142 6.1774 0.5952
Cr 0.1816 0.0507 1.8890
H -0.9019 3.6061 -2.4258
H 4.1079 -4.7342 -2.1074
C 2.6380 3.5852 2.3737
H -1.6070 -4.7988 1.3432
N -1.1288 -1.4999 1.4833
H 2.0489 3.6476 -5.5322
C 0.5613 4.2063 1.3183
H 1.7199 1.2129 -5.8529
C 1.1350 1.7485 -5.1151
N 1.3534 0.9412 -0.8491
N 2.3294 -1.7331 1.2990
C -1.4985 4.7139 0.2136
C 0.8421 0.4464 7.1608
C -3.3819 -1.9496 0.7617
C -0.5328 1.7225 -3.3828
O -0.3020 0.1092 3.7378
C -2.4063 -3.1985 -4.0397
N -1.3851 1.0972 1.1980
C 2.1652 2.2613 2.4291
H -2.5866 -4.1887 -4.4392
H 0.7338 4.8344 -3.7951
H -2.1574 5.4122 -0.2898
C 1.8416 4.5397 1.8143
C 0.0949 0.5637 5.9940
H 3.6195 3.8165 2.7626
H -4.0152 1.8651 0.5436
H -1.5332 -3.9151 -2.2134
H 2.3794 0.8961 -0.7714
H 0.4791 0.8881 8.0810
H -2.8669 3.1022 -0.1044
C 0.5856 3.7745 -3.9623
C -0.8818 -2.7828 1.5831
H -1.0736 -1.6467 -1.3397
C -3.0886 -3.3280 0.8639
C -2.5135 0.3835 0.9369
C -3.7843 0.8156 0.5909
C 1.3249 3.1107 -4.9328
C -1.9278 3.3734 0.3454
C 3.4823 -3.8550 -2.1956
H 1.8364 -1.9388 -4.4545
C -4.8202 -0.0985 0.3044
C 2.3357 -2.0256 -1.0907
N 1.7559 -1.0916 2.3415
S -1.6673 0.9360 -2.2866
H -0.8553 1.0844 5.9911
H -3.1928 -2.1874 -5.7660
C 1.9289 -1.3230 0.1305
C 2.0522 -0.2431 7.1363
H 2.1794 5.5672 1.7384
H 1.2961 -0.6875 -2.3578
C -0.3000 5.1461 0.6941
H -3.8629 -4.0443 0.6129
H 2.7650 1.4562 2.8376
C 1.8791 -1.6017 -2.3423
C -2.5140 -0.8065 -4.2799
H -5.7854 0.3029 0.0188
C -1.8539 -3.7497 1.2621
C -1.9266 -0.6511 -3.0252
H 0.1027 -0.0154 -4.4716
H 3.2675 -3.0938 0.8595
C -2.3495 -1.0499 1.0665
H 0.1080 -3.0564 1.9280
C 2.4947 -0.7910 5.9491
H 3.4405 -1.3229 5.9221
H 3.2777 -3.9637 -4.3215
C 0.1530 2.8720 1.4372
H 3.2222 -1.8457 3.6229
C 3.1542 -3.1720 -1.0281
C -1.8255 -3.0476 -2.7915
C -0.3413 3.0893 -3.1951
H -2.7848 0.0733 -4.8505
C 2.3014 -1.2729 3.5679
C -1.1419 2.4257 0.9755
N 0.9835 1.9344 1.9746
C -2.7432 -2.0740 -4.7872
C 3.0121 -3.4189 -3.4232
C -4.6457 -1.4497 0.3605
O 1.0410 -0.2942 0.0848
C 0.2188 1.0524 -4.3409
H -5.4427 -2.1384 0.1120
O 3.6331 -3.6612 0.1367
C 2.2074 -2.2879 -3.4984
H 2.6456 -0.3474 8.0366
C 1.7643 -0.6883 4.7425
C -1.5765 -1.7764 -2.2886
*
```



Record 2
Entry from the OMol25 dataset: one molecule with the formula C4H10N2O (wB97M-V/def2-TZVPD).

As for the structure (SMILES): NCCNCC=O. The gap between HOMO and LUMO comes out at 0.3526 Eh. The value obtained for the LUMO energy is 0.98 eV.

```
! RIJCOSX wB97M-V def2-TZVPD def2/J DEFGRID3
* xyz 0 1
H -2.3939 1.3504 -2.6893
H 1.8945 -2.4516 1.4157
H -2.1296 -0.0219 -0.6582
H 0.4172 -0.2771 -1.0943
O -0.6019 0.5254 -3.1058
H 2.2063 -0.2558 0.4900
H -1.6429 1.6578 -0.3669
H 0.3838 -2.0888 0.8397
N -0.0225 0.3444 -0.4401
H 1.9247 -0.0524 2.2455
C -1.4449 0.9007 -2.3425
C 0.2653 0.4116 0.9762
C -1.3407 0.7231 -0.8457
N 1.1120 -1.8180 1.4822
H -0.5698 0.0010 1.5651
H 0.4480 1.4645 1.2179
C 1.4945 -0.4133 1.3106
*
```



Record 3
Entry from the OMol25 dataset: a 2-piece molecular cluster, C5H14O2 overall (wB97M-V/def2-TZVPD).

As for the structure (SMILES): CCCCCO.O. The gap between HOMO and LUMO comes out at 0.4096 Eh. The value obtained for the LUMO energy is 0.84 eV.

```
! RIJCOSX wB97M-V def2-TZVPD def2/J DEFGRID3
* xyz 0 1
H 1.7161 0.3729 1.7806
O 0.8696 -0.4149 -2.1244
H -0.4234 1.9402 -1.4986
H 0.7352 1.6599 2.3848
H -1.9054 0.1677 -1.5514
C -1.1532 0.1208 -0.7645
H -0.3860 -1.9516 1.3219
H 0.7865 0.5374 -2.2537
C 0.7819 0.8966 1.6113
H -0.5640 -1.7483 -1.7108
C 0.7692 1.5717 0.2227
O -0.5707 -2.3659 2.1690
H -0.0167 0.1794 1.8143
H -1.6296 -0.2270 0.1500
H -1.3286 2.0678 0.0635
H -0.8644 -3.2582 1.9678
H 1.5536 1.2110 -0.4264
H 1.0110 2.6193 0.4264
H 0.4510 -1.2196 -0.3108
C -0.1021 -0.9046 -1.1986
C -0.5723 1.5423 -0.4986
*
```



The records above give, respectively, relative energy (zero: lowest compared OMol25 entry of this formula, charge and spin) values of 48.88, 48.12, 12.06 kcal per mole.
The records above give, respectively, total energy values of -100505.4086, -9336.9006, -9506.4767 eV.